No. 1
{"formula": "C6H11F2N3", "method": "ωB97M-V/def2-TZVPD", "species": ["C", "C", "N", "N", "N", "C", "C", "C", "C", "F", "F", "H", "H", "H", "H", "H", "H", "H", "H", "H", "H", "H"], "positions_angstrom": [[-1.00523, 2.03775, -0.44052], [-0.11247, 1.04939, -1.12524], [1.18225, 1.62486, -1.40936], [2.08884, 1.23929, -0.68474], [1.72848, 0.33812, 0.27816], [2.81309, -0.29116, 1.00135], [0.38670, -0.10690, 0.27207], [0.15752, -1.59772, -0.00839], [-1.16229, -2.03460, -0.61513], [0.21316, -2.22801, 1.22212], [1.14507, -2.09337, -0.72119], [-1.33246, 2.89348, -1.09880], [-0.44991, 2.46295, 0.38517], [-2.06962, 1.75807, -0.11941], [-0.65107, 0.52988, -1.93921], [3.14002, -1.37405, 0.84798], [3.84294, 0.14748, 0.86745], [2.68038, -0.15530, 2.05099], [-0.22867, 0.23128, 1.07794], [-1.26354, -3.02201, -0.31645], [-1.24497, -1.88948, -1.70715], [-1.94132, -1.49492, -0.00964]], "forces_ev_per_a": [[-2.28, 1.79, -0.44], [-0.08, -2.48, 2.84], [-0.89, 0.04, -1.10], [0.43, -0.35, 0.48], [1.18, -0.52, 0.12], [2.54, -0.79, 0.28], [-0.95, 1.36, -3.82], [-1.23, 0.84, 0.64], [-0.50, 2.68, 0.63], [0.17, -0.16, 0.44], [1.66, -0.64, -1.16], [0.99, -0.61, 0.24], [-0.19, 0.22, 0.36], [1.78, -0.64, -0.10], [0.85, 0.21, 0.12], [-1.54, 0.99, -0.33], [-1.43, 0.52, -0.58], [-0.48, -0.15, 0.91], [-0.24, 0.04, 0.72], [-0.22, -2.13, 0.05], [0.03, 0.05, 0.72], [0.37, -0.27, -1.02]], "nbo_charge": [-0.653, -0.060, -0.227, 0.073, -0.307, -0.432, -0.116, 0.667, -0.663, -0.369, -0.330, 0.228, 0.216, 0.227, 0.215, 0.210, 0.234, 0.198, 0.206, 0.235, 0.229, 0.219], "homo_lumo_gap_ev": 9.93, "homo_ev": -9.070, "smiles": "C[C@H]1N=NN(C)[C@@H]1C(C)(F)F", "max_force_ev_per_a": 4.16, "total_energy_ha": -599.12267}

=====

No. 2
{"formula": "C14H16O", "method": "ωB97M-V/def2-TZVPD", "species": ["C", "C", "C", "C", "C", "O", "C", "C", "H", "H", "H", "H", "H", "H", "H", "H", "C", "C", "C", "C", "C", "C", "C", "H", "H", "H", "H", "H", "H", "H", "H"], "positions_angstrom": [[-0.58645, -2.87175, -0.32822], [0.81369, -2.29036, -0.22833], [1.26339, -1.29848, -1.08423], [2.59514, -0.91471, -1.08070], [3.49483, -1.60133, -0.26592], [4.85048, -1.37093, -0.35693], [3.07079, -2.58121, 0.60243], [1.73323, -2.96676, 0.56776], [-0.56804, -3.87787, -0.74558], [-1.32542, -2.30795, -0.90395], [-1.00087, -2.96291, 0.68771], [0.54390, -0.69755, -1.62302], [3.06609, -0.22313, -1.77250], [5.00834, -0.45347, -0.58909], [3.69873, -3.04621, 1.34676], [1.42507, -3.73723, 1.26293], [-2.43326, 2.82060, -1.75428], [-2.10101, 2.46599, -0.33224], [-0.82597, 2.73791, 0.16520], [-0.45085, 2.33336, 1.43489], [-1.32721, 1.62296, 2.24980], [-2.57591, 1.30699, 1.75502], [-2.96334, 1.74683, 0.49623], [-2.03013, 3.79481, -2.00644], [-3.51250, 2.82114, -1.91580], [-2.05395, 2.10662, -2.48901], [-0.11894, 3.24137, -0.50247], [0.54432, 2.61932, 1.74703], [-1.03640, 1.46760, 3.28143], [-3.28040, 0.68545, 2.29667], [-3.91732, 1.43089, 0.08487]], "forces_ev_per_a": [[-0.34, 0.22, 0.82], [-0.52, -1.25, -0.80], [-0.03, 0.99, 0.58], [0.83, -0.78, 0.06], [0.42, 0.27, -0.34], [-0.07, 0.03, 0.37], [-0.91, -0.43, 0.27], [0.42, 0.78, 0.37], [0.14, -0.04, -0.05], [0.40, 0.24, -0.04], [0.01, -0.05, -0.25], [-0.06, -0.22, -0.38], [-0.56, 0.26, -0.05], [0.01, 0.11, -0.14], [0.46, 0.01, -0.28], [-0.23, -0.08, -0.13], [-0.56, -0.11, -0.01], [0.43, -0.51, 0.24], [-0.11, 0.00, -0.50], [0.11, 0.33, -0.28], [0.44, 0.74, 0.14], [-0.47, -0.14, -0.17], [0.11, -0.23, -0.70], [-0.01, 0.19, -0.11], [-0.02, 0.21, 0.08], [0.27, -0.09, 0.22], [-0.13, -0.06, 0.39], [0.00, -0.17, 0.35], [-0.09, -0.50, -0.08], [0.12, 0.17, 0.25], [-0.08, 0.13, 0.17]], "nbo_charge": [-0.625, -0.048, -0.191, -0.280, 0.293, -0.681, -0.262, -0.183, 0.217, 0.216, 0.214, 0.213, 0.209, 0.475, 0.224, 0.209, -0.634, -0.004, -0.218, -0.200, -0.224, -0.205, -0.220, 0.218, 0.215, 0.220, 0.205, 0.212, 0.216, 0.213, 0.206], "homo_lumo_gap_ev": 9.18, "homo_ev": -8.429, "smiles": "Cc1ccc(O)cc1.Cc1ccccc1", "max_force_ev_per_a": 1.57, "total_energy_ha": -618.29905}

=====

No. 3
{"formula": "C19H30Cl6N4", "method": "ωB97M-V/def2-TZVPD", "species": ["N", "C", "C", "C", "N", "C", "C", "N", "C", "C", "C", "C", "N", "C", "C", "C", "C", "H", "H", "H", "H", "H", "H", "H", "H", "H", "H", "H", "H", "H", "H", "H", "H", "H", "H", "Cl", "C", "C", "Cl", "H", "H", "H", "H", "Cl", "C", "C", "Cl", "H", "H", "H", "H", "Cl", "C", "C", "Cl", "H", "H", "H", "H"], "positions_angstrom": [[2.06151, 1.69184, 3.88612], [1.75401, 0.71851, 3.37123], [1.37088, -0.52913, 2.71414], [0.17105, -1.15363, 3.50564], [-0.75098, -0.19477, 4.06602], [1.02330, -0.35572, 1.20163], [0.73021, 1.04187, 0.87476], [0.46987, 2.13209, 0.65011], [2.06999, -0.90597, 0.20396], [2.49882, -2.36618, 0.41276], [3.87344, -2.67037, -0.21367], [5.04253, -2.53217, 0.75466], [5.29596, -1.15090, 1.11586], [5.14213, -0.60159, 2.36179], [5.40714, 0.73906, 2.28940], [5.74406, 1.02336, 0.94602], [5.67442, -0.15611, 0.25086], [2.24273, -1.16839, 2.81791], [0.54841, -1.80077, 4.29459], [-0.38487, -1.79015, 2.81777], [-0.43500, 0.21150, 4.93237], [-0.96363, 0.51940, 3.38669], [0.07470, -0.86420, 1.01797], [1.60176, -0.85043, -0.77934], [2.92691, -0.23283, 0.16793], [2.49848, -2.64733, 1.46468], [1.76091, -3.01287, -0.06281], [4.02043, -1.98681, -1.05028], [3.88271, -3.67492, -0.63513], [5.94603, -2.97085, 0.33413], [4.80809, -3.05565, 1.67998], [4.87507, -1.18749, 3.22527], [5.35699, 1.45124, 3.09340], [6.01336, 1.97245, 0.51683], [5.86100, -0.36428, -0.78912], [-4.40574, 3.98504, 0.86137], [-3.65037, 3.55717, 2.41905], [-2.48374, 2.62059, 2.25153], [-2.99880, 0.99590, 1.70596], [-4.42167, 3.12279, 3.04934], [-3.30271, 4.48528, 2.86847], [-1.98613, 2.49325, 3.21210], [-1.76168, 2.99102, 1.52792], [-5.57105, 1.83345, -3.49965], [-5.04636, 1.35166, -1.86067], [-4.03704, 0.23670, -1.88634], [-4.74029, -1.30493, -2.44520], [-5.93528, 1.06863, -1.30359], [-4.60191, 2.22880, -1.39638], [-3.66245, 0.07180, -0.87956], [-3.20115, 0.47097, -2.54136], [-3.49539, 0.78487, -8.58027], [-4.68650, -0.36551, -7.91801], [-4.66950, -0.40029, -6.41236], [-3.16729, -1.11211, -5.77220], [-4.46721, -1.34314, -8.33882], [-5.66721, -0.04126, -8.26141], [-5.49099, -1.01636, -6.05052], [-4.76531, 0.59462, -5.98775]], "forces_ev_per_a": [[0.10, 0.45, 0.35], [0.12, -0.32, -0.41], [-0.31, -0.07, 0.21], [0.10, 0.16, 0.02], [-0.22, -0.42, -0.02], [0.15, 0.04, -0.13], [0.09, -0.44, 0.16], [-0.15, 0.55, -0.19], [-0.10, 0.02, 0.05], [0.02, 0.06, -0.24], [-0.24, 0.07, 0.07], [-0.18, 0.15, -0.01], [0.13, 0.22, 0.08], [-0.12, 0.04, 0.14], [-0.02, 0.19, -0.06], [0.04, -0.08, -0.23], [-0.09, -0.13, 0.02], [0.08, -0.22, -0.20], [0.05, 0.06, 0.10], [0.08, -0.13, -0.08], [0.20, 0.18, -0.08], [-0.19, 0.18, 0.12], [0.01, -0.24, 0.09], [0.07, 0.16, -0.11], [0.12, -0.02, 0.22], [0.11, -0.01, 0.15], [-0.12, -0.01, 0.05], [0.10, -0.03, -0.14], [0.00, -0.10, 0.08], [0.07, -0.03, -0.04], [0.09, -0.14, 0.05], [-0.02, -0.20, -0.07], [-0.03, -0.04, 0.12], [0.01, 0.08, 0.06], [0.00, -0.03, -0.03], [-0.02, 0.01, -0.01], [-0.02, -0.01, 0.07], [0.10, 0.11, -0.07], [0.00, 0.01, -0.03], [-0.02, -0.01, -0.02], [0.02, 0.01, -0.02], [-0.03, -0.01, 0.02], [-0.02, -0.03, 0.00], [-0.02, 0.00, 0.00], [0.00, 0.03, 0.07], [0.10, -0.01, -0.05], [-0.06, -0.03, 0.03], [-0.02, -0.01, -0.02], [0.02, 0.00, -0.01], [-0.02, 0.01, 0.03], [-0.03, -0.01, -0.05], [0.01, 0.00, -0.01], [-0.04, -0.03, -0.02], [-0.08, 0.02, 0.06], [0.09, 0.00, -0.03], [0.03, 0.00, 0.00], [0.00, 0.02, 0.01], [0.00, -0.01, 0.00], [0.03, 0.01, 0.00]], "nbo_charge": [-0.315, 0.298, -0.352, -0.194, -0.827, -0.314, 0.302, -0.326, -0.378, -0.409, -0.401, -0.195, -0.346, -0.088, -0.288, -0.294, -0.085, 0.259, 0.205, 0.192, 0.371, 0.358, 0.249, 0.221, 0.231, 0.192, 0.215, 0.210, 0.217, 0.207, 0.203, 0.208, 0.232, 0.226, 0.212, -0.064, -0.384, -0.389, -0.082, 0.225, 0.229, 0.221, 0.253, -0.078, -0.383, -0.388, -0.069, 0.224, 0.236, 0.230, 0.226, -0.063, -0.385, -0.389, -0.066, 0.221, 0.222, 0.226, 0.231], "homo_lumo_gap_ev": 8.91, "homo_ev": -8.570, "smiles": "N#C[C@@H](CN)[C@@H](C#N)CCCCn1cccc1.ClCCCl.ClCCCl.ClCCCl", "max_force_ev_per_a": 0.60, "total_energy_ha": -3722.14131}

=====

No. 4
{"formula": "C14H35BeN3O9", "method": "ωB97M-V/def2-TZVPD", "species": ["Be", "O", "C", "O", "O", "H", "O", "C", "O", "O", "H", "C", "C", "C", "O", "C", "N", "H", "H", "H", "H", "H", "H", "H", "H", "H", "H", "H", "C", "C", "C", "O", "C", "N", "H", "H", "H", "H", "H", "H", "H", "H", "H", "H", "H", "C", "C", "C", "O", "C", "N", "H", "H", "H", "H", "H", "H", "H", "H", "H", "H", "H"], "positions_angstrom": [[-0.16080, 0.59191, 0.06024], [2.66410, 2.56456, 5.00525], [1.65797, 3.06919, 4.20732], [1.01332, 2.33603, 3.41274], [1.41675, 4.26380, 4.47000], [2.78149, 3.44167, 5.37739], [2.38079, 4.65252, -1.63634], [1.47505, 5.02068, -0.78067], [1.69378, 6.13117, -0.24120], [0.46207, 4.37508, -0.56005], [3.01410, 5.34495, -1.43372], [4.27995, 0.03944, -3.56162], [3.50493, -0.14961, -2.35052], [4.25295, 0.09113, -1.00592], [3.41053, -0.12643, 0.14099], [4.13301, -0.33339, 1.37546], [2.40228, 0.80391, -2.34364], [5.21070, -0.52681, -3.59579], [4.71370, 1.01479, -3.78217], [3.71788, -0.30047, -4.43147], [3.09916, -1.16126, -2.34719], [4.61802, 1.10329, -0.83164], [5.06102, -0.63789, -1.06631], [4.93968, -1.06488, 1.32751], [3.38064, -0.71095, 2.06791], [4.49467, 0.59519, 1.81708], [2.70450, 1.75826, -2.47769], [1.95292, 0.69111, -3.24110], [-0.64020, -4.40063, 3.08265], [-0.33316, -3.48892, 1.97417], [-0.95118, -3.82902, 0.54947], [-0.24126, -3.06914, -0.43902], [-0.10934, -3.90058, -1.59901], [-0.81131, -2.15432, 2.25521], [-0.33214, -4.14876, 4.09741], [-0.26368, -5.37121, 2.75966], [-1.72657, -4.41544, 3.17027], [0.74032, -3.50084, 1.78550], [-2.03470, -3.73352, 0.47897], [-0.84500, -4.91153, 0.47881], [-1.04909, -4.04883, -2.13097], [0.38386, -4.85919, -1.43807], [0.46945, -3.30488, -2.30488], [-1.70236, -2.33139, 2.69656], [-0.21609, -1.85226, 3.01321], [-4.99818, 1.55387, -2.73041], [-3.98334, 1.51946, -1.62624], [-4.66867, 1.21238, -0.24570], [-3.73322, 1.13184, 0.74983], [-4.18576, 1.19423, 2.06618], [-3.21635, 0.35783, -1.90422], [-5.85383, 0.87944, -2.69724], [-4.46860, 1.55520, -3.68311], [-5.47972, 2.52431, -2.61014], [-3.48826, 2.48951, -1.58151], [-5.27742, 0.31205, -0.16236], [-5.25090, 2.12102, -0.09244], [-5.27168, 1.28082, 2.10323], [-3.82242, 2.15040, 2.44278], [-4.03087, 0.33392, 2.71731], [-3.85706, -0.42170, -1.86052], [-3.02639, 0.24892, -2.89020]], "forces_ev_per_a": [[0.26, 0.30, -0.01], [-0.54, -0.37, -1.15], [-0.93, -0.54, 0.19], [0.61, 0.36, 0.19], [-0.43, 0.02, -0.80], [1.15, 0.28, 1.23], [1.40, -1.65, -1.54], [-0.60, 2.43, 1.44], [-0.33, 0.08, 0.46], [-1.56, -1.75, 0.23], [0.95, 0.28, -0.53], [2.57, -0.41, -2.04], [-0.79, 1.60, 2.86], [-0.34, -0.67, 0.19], [0.61, -0.88, -0.24], [-1.05, 0.17, -0.17], [-1.67, -0.17, -0.61], [0.01, -0.70, 0.22], [-0.73, 0.56, 0.35], [-0.10, 0.18, -0.08], [-0.11, -0.03, 0.29], [0.41, 0.18, -0.88], [0.45, 0.04, 0.62], [0.07, -0.03, -0.42], [0.05, -0.05, 0.02], [0.18, 0.20, -0.29], [0.63, 0.39, 0.73], [-0.77, -0.34, -0.18], [-1.11, -1.50, -0.01], [-0.11, 1.07, -2.61], [0.92, -0.54, 1.86], [-0.71, -1.97, 0.18], [0.27, 1.42, -0.80], [0.71, 0.76, 0.43], [0.69, 0.27, -0.33], [-0.20, -0.40, 0.65], [-0.31, -0.56, -0.01], [0.13, 0.39, -0.05], [-0.18, 0.80, 0.17], [0.61, -0.24, -0.75], [-0.41, -0.24, 0.36], [0.01, 0.05, 0.35], [0.33, -0.13, 0.03], [-0.52, 0.56, 0.02], [-0.02, 0.77, 0.29], [-1.28, 2.38, 0.11], [-2.09, -1.89, 0.98], [-0.11, 1.81, -0.90], [2.28, -0.81, 0.33], [-1.36, 1.14, 0.30], [2.43, -1.74, -0.24], [0.51, -0.65, 0.08], [-0.32, -0.12, -0.11], [-0.30, 0.35, -0.59], [0.60, -0.39, 0.15], [-0.44, -0.10, -0.91], [-0.80, -0.05, 0.29], [-0.37, 0.15, -0.25], [0.25, -0.34, 0.72], [0.95, -0.10, -0.31], [-0.19, -0.38, 0.90], [0.73, 0.75, -0.39]], "nbo_charge": [0.857, -0.716, 0.922, -0.603, -0.637, 0.489, -0.693, 0.916, -0.610, -0.545, 0.499, -0.633, -0.085, -0.059, -0.556, -0.254, -0.812, 0.217, 0.219, 0.214, 0.194, 0.181, 0.164, 0.168, 0.194, 0.185, 0.371, 0.344, -0.630, -0.074, -0.068, -0.538, -0.254, -0.813, 0.229, 0.216, 0.195, 0.196, 0.172, 0.164, 0.169, 0.176, 0.188, 0.345, 0.360, -0.630, -0.077, -0.046, -0.555, -0.255, -0.816, 0.214, 0.209, 0.211, 0.213, 0.163, 0.164, 0.165, 0.200, 0.183, 0.349, 0.349], "homo_lumo_gap_ev": 2.95, "homo_ev": -7.901, "max_force_ev_per_a": 3.38, "total_energy_ha": -1410.17168}